1.
C4H20NO5 | the ωB97M-V functional and the def2-TZVPD basis

Geometry as XYZ:
```
30
Properties=species:S:1:pos:R:3:nbo_charge:R:1
O -2.87620 1.15201 -0.66624 -0.708
C -2.28605 0.36839 0.37673 -0.068
C -0.68533 0.31560 0.29531 -0.121
N -0.07186 -0.28412 -0.95993 -0.555
C -0.46557 -1.69457 -1.40070 -0.420
C -0.04776 1.66164 0.67430 -0.645
H -2.81161 2.06299 -0.35816 0.473
H -2.59656 -0.65312 0.28767 0.185
H -2.49371 0.92219 1.31507 0.195
H -0.38156 -0.45915 1.05687 0.274
H -0.07762 0.41988 -1.72282 0.462
H 0.90690 -0.22245 -0.66082 0.461
H 0.39522 -2.28345 -1.71031 0.233
H -1.33040 -1.49257 -2.03974 0.249
H -0.80718 -2.19588 -0.45068 0.215
H -0.06451 1.64053 1.79759 0.234
H 0.96136 1.82888 0.39825 0.247
H -0.67898 2.49708 0.29334 0.198
H 2.63996 -0.10780 0.93465 0.522
H 3.05983 1.25434 0.11189 0.508
O 2.45623 0.51731 0.21968 -1.002
H 0.20143 -1.40714 3.10879 0.495
H -0.62301 -2.35527 2.36436 0.488
O -0.04716 -1.59423 2.19021 -0.940
H 2.79926 -3.21366 1.22165 0.490
H 2.06364 -2.42365 0.11949 0.462
O 2.71611 -2.34101 0.82048 -0.947
H 0.27225 3.06313 -1.85690 0.489
H -0.09124 2.67549 -3.33274 0.500
O -0.03588 2.34864 -2.42732 -0.973
```

Output
- Strongest force on any atom: 2.98 eV/Å
- Orbital gap: 10.73 eV
- E: -16193.069 eV
- Molecular weight: 162.21 g mol⁻¹
- Total charge: +1


2.
C3H3LiO3Pb | the ωB97M-V functional and the def2-TZVPD basis

Geometry as XYZ:
```
11
Properties=species:S:1:pos:R:3:nbo_charge:R:1
O 0.14067 0.84759 1.17913 -0.572
Li -2.00740 0.94474 1.30205 0.975
C 0.21475 1.27208 -0.21326 0.039
C 0.21544 -0.25465 0.29505 0.310
O -1.03616 0.99656 -0.79160 -0.529
C -0.82640 -0.46081 -0.77381 -0.125
H -1.73282 -1.04568 -0.58013 0.222
H -0.46152 -0.84201 -1.73265 0.262
H 1.49312 -1.57785 1.03453 0.556
Pb 2.55109 1.00775 -0.07819 1.634
O 1.44923 -0.88772 0.35888 -0.772
```

Output
- Strongest force on any atom: 2.75 eV/Å
- Orbital gap: 8.34 eV
- E: -14733.641 eV
- Molecular weight: 301.19 g mol⁻¹
- Total charge: +2


3.
C20H24F8I2O12P2S2 | the ωB97M-V functional and the def2-TZVPD basis

Geometry as XYZ:
```
70
Properties=species:S:1:pos:R:3:nbo_charge:R:1
C 0.71571 1.33011 4.72640 -0.665
C 0.43934 -0.21602 4.31139 -0.332
I 1.10702 -1.24981 6.17854 0.085
C 1.31873 -0.68074 2.99913 -0.447
I 2.73756 -2.09176 3.86481 0.241
C 0.48537 -1.11942 1.71127 -0.614
P -0.82354 -2.36943 2.23049 1.385
O -1.11659 -3.73739 1.30408 -0.985
O -0.53643 -3.08096 3.78856 -0.965
C 1.33071 -1.41710 0.32311 -0.249
C 2.63450 -0.46704 0.45134 -0.623
C 3.61730 -0.28899 -0.75323 0.431
O 4.35282 0.72518 -0.82218 -0.525
S 2.09343 -3.12947 0.27608 1.920
O 3.61504 -3.12640 0.40291 -0.865
O 1.72744 -4.01557 1.46175 -0.882
C 1.79151 -4.26484 -1.14214 0.415
F 0.56442 -4.97032 -0.92738 -0.314
F 1.94468 -3.78219 -2.44579 -0.302
C 2.87289 -5.49380 -1.15294 0.948
F 4.11468 -5.11255 -1.66235 -0.294
F 2.91342 -6.23198 0.01081 -0.284
F 2.34037 -6.37905 -2.14110 -0.331
C 0.46553 -1.08745 -1.02430 0.087
O 1.29992 -1.03511 -2.21900 -0.740
P -0.93392 -2.24097 -1.40850 1.130
O -2.43094 -1.97820 -0.68506 -0.907
O -0.87045 -3.22722 -2.74834 -0.937
C -0.19429 0.39706 -1.11631 0.241
C 0.79114 1.59804 -1.46453 -0.690
C -1.20814 0.41906 -2.40599 -0.140
O -1.39670 1.80958 -2.88966 -0.520
C -2.17834 1.83114 -4.04240 1.170
F -2.34626 3.20124 -4.37323 -0.324
F -3.47095 1.31826 -3.89456 -0.322
F -1.52908 1.27314 -5.17895 -0.336
O -1.15754 0.64388 -0.06652 -0.690
S -0.57280 0.46334 1.46738 2.207
O 0.22659 1.71419 1.71519 -0.893
O -1.84397 0.40053 2.28580 -0.845
H 1.80204 1.63375 4.52564 0.215
H 0.56621 1.47627 5.85661 0.240
H -0.00906 2.04884 4.22337 0.244
H -0.65119 -0.49219 4.29682 0.260
H 1.95680 0.26897 2.87785 0.283
H -1.94410 -4.14307 1.65959 0.510
H -0.15527 -3.97687 3.63431 0.495
H 3.34516 -0.79279 1.30070 0.317
H 2.31716 0.58840 0.78920 0.285
H 3.73285 -1.07025 -1.57288 0.161
H 0.86326 -1.42362 -2.99693 0.510
H -2.93158 -2.82587 -0.76330 0.510
H -1.15374 -4.15406 -2.61462 0.521
H 1.76767 1.66039 -0.90243 0.242
H 0.24178 2.56802 -1.16998 0.270
H 1.08790 1.60410 -2.57483 0.250
H -2.27769 0.12932 -2.09373 0.244
H -0.81887 -0.15018 -3.29888 0.210
C -3.15012 6.32185 -1.12569 -0.218
C -2.33125 6.50787 -0.01644 -0.215
C -1.73722 5.41262 0.60211 -0.233
C -1.95440 4.13109 0.10514 -0.160
C -2.77042 3.94570 -1.00654 -0.236
C -3.37181 5.04009 -1.61948 -0.202
H -3.61583 7.17585 -1.60570 0.211
H -2.15655 7.50765 0.36685 0.211
H -1.10422 5.55718 1.47090 0.213
H -1.48728 3.27756 0.58479 0.203
H -2.93837 2.94791 -1.39441 0.208
H -4.01207 4.89452 -2.48263 0.212
```

Output
- Strongest force on any atom: 8.62 eV/Å
- Orbital gap: 6.26 eV
- E: -123876.089 eV
- Molecular weight: 988.27 g mol⁻¹


4.
C26H25FNO9S2 | the ωB97M-V functional and the def2-TZVPD basis

Geometry as XYZ:
```
64
Properties=species:S:1:pos:R:3:nbo_charge:R:1
C -3.75087 1.44422 3.40390 -0.253
O -3.68837 2.36600 4.51448 -0.528
C -2.61299 3.18370 4.51565 0.383
C -2.26212 3.81676 5.73061 -0.338
C -0.93684 4.12846 5.93740 -0.206
C 0.00055 3.90790 4.91650 -0.025
C 1.47254 4.09873 5.16382 -0.426
C 2.36466 2.93882 5.07246 -0.495
C 2.90663 2.68961 3.73554 0.760
O 2.36710 2.97595 2.68145 -0.688
O 4.18402 2.16327 3.67052 -0.564
C 4.64324 1.44634 4.84140 0.529
C 3.88744 0.14817 4.97867 -0.671
C 6.14586 1.19672 4.63044 -0.620
O 4.50854 2.26776 6.00126 -0.552
C 3.25102 2.77366 6.23450 0.762
O 2.97794 3.12689 7.36512 -0.678
C -0.43444 3.57210 3.63796 -0.200
C -1.76785 3.32135 3.38942 -0.325
H -4.65753 0.87430 3.59642 0.187
H -3.83015 2.00609 2.45937 0.162
H -2.87098 0.78020 3.37896 0.211
H -3.01538 3.98658 6.49125 0.206
H -0.60110 4.54558 6.88921 0.206
H 1.82686 4.75581 4.35583 0.198
H 1.61827 4.51672 6.16200 0.226
H 2.80245 0.33356 5.05314 0.242
H 4.10569 -0.43438 4.08489 0.206
H 4.23564 -0.44962 5.83256 0.211
H 6.65985 2.15886 4.55066 0.224
H 6.55880 0.64134 5.47702 0.209
H 6.33430 0.62238 3.71728 0.204
H 0.30657 3.48195 2.84998 0.261
H -2.09799 3.14417 2.36486 0.209
C -1.75200 0.52049 10.24132 -0.181
C -1.67226 -0.87108 10.07449 -0.231
C -1.62621 -1.43419 8.78958 -0.171
C -1.57793 -0.57123 7.68611 -0.360
S -1.57910 -1.11262 5.96677 2.222
N 0.09987 -0.78074 5.33918 -0.473
F 0.42120 0.74250 5.61836 -0.228
S 0.03546 -0.76001 3.51884 2.206
C 1.49016 -1.79148 3.31319 -0.246
C 2.55200 -1.27343 2.57750 -0.206
C 3.77231 -1.96951 2.51360 -0.210
C 3.89761 -3.22213 3.12512 -0.199
C 2.80870 -3.75062 3.83254 -0.221
C 1.59084 -3.05735 3.89890 -0.199
O -1.10600 -1.47902 3.01911 -0.894
O 0.28954 0.57746 3.06476 -0.837
O -1.78281 -2.53698 5.90441 -0.900
O -2.50743 -0.19352 5.36048 -0.903
C -1.75414 0.79843 7.84106 -0.089
C -1.79360 1.35918 9.11893 -0.226
H -1.79242 0.95735 11.24142 0.215
H -1.63100 -1.52238 10.95050 0.215
H -1.60418 -2.51518 8.63760 0.234
H 2.46720 -0.25217 2.20695 0.270
H 4.65243 -1.48762 2.06807 0.228
H 4.83647 -3.78155 3.02954 0.216
H 2.91711 -4.71295 4.34128 0.217
H 0.74371 -3.47758 4.43971 0.237
H -1.84430 1.40853 6.94335 0.258
H -1.84920 2.44717 9.19955 0.230
```

Output
- Strongest force on any atom: 3.59 eV/Å
- Orbital gap: 5.52 eV
- E: -71669.691 eV
- Molecular weight: 578.62 g mol⁻¹
- Total charge: -1


Q: Which of these has the lowest strongest force on any atom?
A: C3H3LiO3Pb